(1)
The following is a DFT calculation (the ωB97M-V functional and the def2-TZVPD basis) of a 2-piece molecular cluster, C3H10S4 overall at a distorted geometry.

Geometry as ORCA input:
```
! wB97M-V def2-TZVPD RIJCOSX def2/J DEFGRID3
* xyz 0 1
C 1.86 1.16 0.84
C 1.38 -0.23 0.51
S 2.10 -0.90 -1.06
S 1.35 -2.79 -1.09
H 1.45 1.94 0.19
H 2.95 1.21 0.75
H 1.57 1.46 1.84
H 0.30 -0.32 0.50
H 1.77 -0.92 1.27
H 2.43 -3.41 -0.51
C -2.30 -0.36 -1.16
S -1.63 1.23 -0.54
S -2.77 1.32 1.21
H -2.58 -0.92 -0.27
H -1.63 -0.93 -1.80
H -3.19 -0.17 -1.76
H -3.06 2.62 1.09
*
```

HOMO energy   -0.3141 Ha
HOMO-LUMO gap   0.330 Ha
LUMO level   0.0156 Ha
Electronic energy   -46613.962 eV
Structure (SMILES)   CCSS.CSS

natural (NBO) population analysis, charges in e, atoms 1 to 5: C -0.63; C -0.51; S 0.06; S -0.15; H 0.22



(2)
The following is a DFT calculation (the ωB97M-V functional and the def2-TZVPD basis) of C31H58As2KNO2P2Sb2 as an isolated structure at a distorted geometry.

Geometry as ORCA input:
```
! wB97M-V def2-TZVPD RIJCOSX def2/J DEFGRID3
* xyz -2 1
K 0.00 0.01 -0.01
C -3.40 3.24 1.72
As -2.00 1.78 1.87
C -1.08 2.95 3.20
C -2.97 0.61 3.17
C -3.72 1.23 4.16
C -4.44 0.51 5.10
C -4.42 -0.87 5.06
C -3.67 -1.51 4.08
C -2.94 -0.80 3.13
As -1.88 -1.84 1.78
C -3.36 -3.15 1.36
C -1.03 -3.11 3.08
H -3.68 3.65 2.70
H -4.29 2.86 1.22
H -2.98 4.05 1.13
H -1.70 3.35 4.00
H -0.67 3.79 2.65
H -0.27 2.36 3.58
H -3.75 2.31 4.21
H -5.01 1.03 5.86
H -4.97 -1.45 5.79
H -3.66 -2.59 4.07
H -3.78 -3.62 2.26
H -2.99 -3.94 0.71
H -4.14 -2.61 0.83
H -1.77 -3.56 3.74
H -0.29 -2.59 3.68
H -0.54 -3.90 2.51
N 3.46 -1.39 2.63
C 2.17 -1.00 2.35
O 1.57 -1.50 1.41
C 1.54 0.07 3.28
C 0.03 0.00 2.95
H 3.87 -2.12 2.09
H 3.91 -1.08 3.47
H 1.98 1.11 3.03
H 1.70 -0.13 4.35
H -0.47 0.89 3.30
H -0.53 -0.72 3.54
C 1.91 2.71 3.77
P 1.80 1.96 1.64
C 3.61 2.14 1.36
C 1.19 3.62 0.84
C 1.22 3.75 -0.70
P 0.03 2.63 -1.73
C 0.27 3.52 -3.34
C -1.60 3.33 -1.35
H 2.50 3.64 3.82
H 2.40 1.99 4.43
H 0.92 2.92 4.18
H 3.98 3.13 1.66
H 3.89 1.92 0.31
H 4.13 1.39 1.96
H 1.78 4.44 1.27
H 0.17 3.76 1.15
H 2.23 3.56 -1.10
H 1.00 4.80 -0.94
H 0.08 4.60 -3.21
H -0.45 3.12 -4.06
H 1.26 3.41 -3.76
H -1.60 4.43 -1.43
H -1.91 3.04 -0.36
H -2.31 2.90 -2.05
C -1.13 -4.17 -3.12
Sb -0.06 -2.72 -1.91
C -0.16 -4.03 -0.21
C 2.03 -3.52 -2.36
C 2.54 -3.19 -3.72
C 1.98 -3.85 -4.82
C 2.42 -3.64 -6.11
C 3.45 -2.74 -6.35
C 4.02 -2.07 -5.28
C 3.58 -2.27 -3.96
C 4.24 -1.46 -2.88
Sb 2.86 0.03 -2.04
C 3.03 1.22 -3.82
C 4.47 1.18 -1.17
H -0.71 -5.16 -2.99
H -1.10 -3.88 -4.17
H -2.17 -4.17 -2.79
H 0.16 -5.03 -0.51
H -1.18 -4.08 0.16
H 0.50 -3.64 0.57
H 2.05 -4.61 -2.22
H 2.64 -3.08 -1.57
H 1.19 -4.57 -4.64
H 1.96 -4.17 -6.93
H 3.80 -2.56 -7.36
H 4.82 -1.36 -5.46
H 5.07 -0.88 -3.29
H 4.64 -2.10 -2.09
H 4.09 1.31 -4.08
H 2.62 2.20 -3.62
H 2.49 0.75 -4.64
H 5.29 1.35 -1.87
H 4.85 0.66 -0.30
H 3.99 2.16 -0.97
O -1.93 0.01 -1.35
*
```

HOMO energy (alpha / beta)   0.0495 / 0.0496 Ha
HOMO-LUMO gap (alpha / beta)   0.088 / 0.088 Ha
LUMO level (alpha / beta)   0.1376 / 0.1376 Ha
Electronic energy   -208314.765 eV

Mulliken population analysis, charges in e, atoms 1 to 5: K -0.39; C -1.58; As 1.16; C -1.48; C 0.48